Entry 1:
DFT (ωB97M-V with the def2-TZVPD basis set) results for a 8-piece molecular cluster, C35H63F12O20 overall at a distorted geometry.

Last column: Löwdin charge in e.
Element x y z (Å)
1 O -0.531744 0.632089 0.457077  -0.01
2 C -0.092633 -0.269829 -0.505339  -0.81
3 O 0.739882 0.155997 -1.337325  -0.05
4 O -0.515441 -1.458391 -0.427944  -0.04
5 H -0.087705 1.386386 -0.014566  0.07
6 C 1.803557 3.373616 -0.334335  -0.06
7 O 0.414117 3.174406 -0.170309  -0.22
8 C -0.482694 4.157379 -0.636580  -0.19
9 C -0.363595 4.458474 -2.134058  -0.17
10 O 0.855206 5.043107 -2.557863  -0.12
11 C 1.040438 6.323082 -2.023835  -0.23
12 C 2.411372 6.893257 -2.272214  -0.21
13 O 2.830826 6.587914 -3.603168  -0.19
14 C 4.121945 7.164973 -3.827915  -0.10
15 H 2.322502 2.846914 0.466378  0.07
16 H 2.071028 4.415857 -0.104290  0.09
17 H 2.096532 3.069991 -1.335488  0.10
18 H -0.506534 5.043374 0.010190  0.12
19 H -1.447931 3.689778 -0.423921  0.13
20 H -1.200990 5.080990 -2.471848  0.13
21 H -0.474090 3.498363 -2.637887  0.14
22 H 0.850958 6.336601 -0.944364  0.11
23 H 0.309486 7.033812 -2.443674  0.13
24 H 3.153275 6.418965 -1.617943  0.12
25 H 2.371126 7.977917 -2.141157  0.12
26 H 4.124326 8.221868 -3.537050  0.08
27 H 4.313436 7.027757 -4.885717  0.09
28 H 4.808227 6.683047 -3.123805  0.09
29 C 0.133997 -4.618545 0.032133  -0.12
30 O 0.807366 -4.602871 -1.194730  -0.13
31 C 1.940717 -5.424009 -1.161772  -0.23
32 C 2.747742 -5.277250 -2.421207  -0.19
33 O 3.248921 -3.949619 -2.471923  -0.12
34 C 4.239161 -3.773418 -3.446583  -0.21
35 C 4.795977 -2.381848 -3.312164  -0.19
36 O 3.719038 -1.445329 -3.193688  -0.18
37 C 4.202079 -0.134244 -3.164790  -0.13
38 H 0.730323 -4.160677 0.829722  0.07
39 H -0.142935 -5.613380 0.414325  0.08
40 H -0.765766 -4.020822 -0.094850  0.06
41 H 1.689603 -6.478937 -0.988859  0.12
42 H 2.604292 -5.171269 -0.322679  0.13
43 H 2.059853 -5.337878 -3.281698  0.13
44 H 3.441219 -6.095212 -2.640576  0.12
45 H 3.780292 -3.931097 -4.435194  0.13
46 H 5.067914 -4.495451 -3.433506  0.12
47 H 5.489115 -2.076612 -4.099259  0.13
48 H 5.299376 -2.282907 -2.341416  0.11
49 H 4.530141 0.266559 -4.133826  0.09
50 H 4.972130 0.002390 -2.396022  0.07
51 H 3.370043 0.520888 -2.894327  0.10
52 C -5.610185 -0.170415 2.562255  -0.10
53 O -5.221848 0.613116 1.448877  -0.19
54 C -4.070955 0.088883 0.797840  -0.19
55 C -3.828009 0.749651 -0.539972  -0.18
56 O -4.574854 0.178304 -1.579727  -0.10
57 C -5.952356 0.465389 -1.608311  -0.18
58 C -6.597030 -0.079715 -2.893820  -0.20
59 O -5.856859 0.233856 -4.056520  -0.16
60 C -6.259461 -0.555224 -5.142040  -0.13
61 H -5.969285 -1.134364 2.200763  0.09
62 H -6.331974 0.434660 3.110199  0.09
63 H -4.790480 -0.279522 3.283053  0.07
64 H -4.252579 -0.967171 0.554330  0.10
65 H -3.185941 0.110910 1.441289  0.12
66 H -2.783072 0.545968 -0.790446  0.12
67 H -3.790648 1.844048 -0.453849  0.13
68 H -6.274078 1.502722 -1.484482  0.13
69 H -6.364624 -0.106731 -0.768880  0.10
70 H -7.553513 0.455974 -2.941677  0.12
71 H -6.824486 -1.146468 -2.843514  0.09
72 H -5.829974 -0.146770 -6.055203  0.08
73 H -7.347234 -0.629420 -5.265630  0.08
74 H -5.893847 -1.583283 -5.019859  0.09
75 C 2.931321 -1.372330 -0.192862  -0.02
76 C 4.458418 -1.277067 -0.088589  -0.18
77 O 4.879315 -0.405848 0.972778  0.05
78 C 4.897150 0.885441 0.754238  -0.42
79 O 4.502754 1.438764 -0.223022  0.17
80 C 5.624122 1.674127 1.873080  -0.51
81 F 5.934419 0.900214 2.931087  0.15
82 F 6.800391 2.119580 1.370472  0.14
83 F 4.903702 2.735042 2.249162  0.16
84 H 2.620670 -1.800826 -1.144302  0.08
85 H 2.490711 -0.378351 -0.121806  0.07
86 H 2.652347 -1.995699 0.656652  0.08
87 H 4.966545 -1.057717 -1.031748  0.07
88 H 4.870010 -2.258380 0.155257  0.12
89 C -3.263197 -3.706598 1.088819  -0.04
90 C -3.443501 -3.524876 -0.408654  -0.17
91 O -4.780831 -3.025764 -0.609349  0.02
92 C -5.685082 -3.826876 -1.124744  -0.41
93 O -5.492014 -4.874422 -1.659425  0.17
94 C -7.106014 -3.245653 -1.018589  -0.55
95 F -7.591514 -3.050083 -2.254820  0.15
96 F -7.919531 -4.148695 -0.459868  0.16
97 F -7.135957 -2.122041 -0.326453  0.17
98 H -3.248836 -2.732970 1.576710  0.07
99 H -2.359258 -4.269988 1.316497  0.06
100 H -4.099068 -4.253376 1.534088  0.09
101 H -3.247843 -4.403765 -1.020399  0.13
102 H -2.742727 -2.760823 -0.755638  0.12
103 C 1.592966 1.650142 2.993662  -0.04
104 C 1.704841 2.889252 3.832998  -0.18
105 O 2.834220 2.711047 4.725071  0.04
106 C 3.192857 3.789835 5.401118  -0.42
107 O 2.677316 4.860142 5.293524  0.16
108 C 4.376092 3.537490 6.323309  -0.56
109 F 4.123582 3.989632 7.549713  0.17
110 F 4.718724 2.257642 6.388307  0.18
111 F 5.425195 4.221546 5.833015  0.16
112 H 2.416681 1.410083 2.324981  0.07
113 H 0.695468 1.764097 2.378929  0.08
114 H 1.398067 0.792922 3.638564  0.08
115 H 0.784809 3.033819 4.405732  0.13
116 H 1.824867 3.835991 3.305029  0.13
117 C -1.619185 -0.482070 4.299903  -0.05
118 C -0.870511 -1.281064 3.250292  -0.19
119 O -0.985743 -2.689914 3.498406  0.03
120 C 0.073807 -3.466729 3.365776  -0.41
121 O 1.142077 -3.166386 2.943527  0.16
122 C -0.241994 -4.915598 3.865722  -0.54
123 F 0.618464 -5.273450 4.817144  0.17
124 F -1.483163 -5.043225 4.319247  0.17
125 F -0.078277 -5.733217 2.809668  0.14
126 H -1.517294 0.596014 4.152851  0.08
127 H -1.204386 -0.663650 5.291758  0.08
128 H -2.690748 -0.653446 4.190849  0.06
129 H 0.195774 -1.061266 3.290383  0.11
130 H -1.253193 -1.081213 2.249109  0.10

Cartesian forces (eV/Å) of the 2 atoms listed first:
O 0.57 0.77 -1.13
C 0.35 -3.09 -0.80

As for the energy above the lowest of the compared OMol25 structures with the same formula, charge and spin: 0.000 eV. The net charge is -1. For the orbital gap, the calculation gives 7.36 eV. For the largest force on an atom, the calculation gives 3.209 eV/Å.

=====

Entry 2:
DFT (ωB97M-V with the def2-TZVPD basis set) results for a 11-piece molecular cluster, C35H63F3N2O25S6 overall at a distorted geometry.

Last column: Löwdin charge in e.
Element x y z (Å)
1 C -1.860889 -0.033793 -3.861500  0.04
2 N -1.816964 -1.408254 -4.451295  -0.43
3 O -1.074216 -1.541229 -5.408356  0.06
4 O -2.638837 -2.203368 -4.065091  0.08
5 H -2.728783 0.400873 -4.357557  0.11
6 H -0.954716 0.518920 -4.059827  0.06
7 H -2.079303 -0.050799 -2.797715  0.09
8 C 4.360599 -2.305383 -1.053691  0.04
9 N 5.342253 -1.479449 -0.310337  -0.42
10 O 5.525942 -0.355480 -0.738503  0.05
11 O 5.827797 -1.930602 0.706439  0.07
12 H 3.338451 -2.100541 -0.747841  0.08
13 H 4.573865 -3.340473 -0.797952  0.09
14 H 4.548416 -2.145141 -2.109497  0.09
15 C -2.243253 -4.167202 4.796912  -0.21
16 C -1.746252 -3.604641 3.470263  -0.24
17 C -2.787590 -2.789788 2.728083  -0.21
18 S -4.357114 -3.630168 3.111549  0.69
19 O -4.697385 -4.566500 2.061129  -0.34
20 O -5.385635 -2.689602 3.499865  -0.34
21 C -3.727955 -4.513724 4.631691  -0.19
22 H -2.112958 -3.442845 5.601954  0.12
23 H -1.762590 -5.090409 5.114362  0.12
24 H -1.289506 -4.384895 2.854316  0.10
25 H -0.835514 -3.037868 3.690015  0.10
26 H -2.590488 -2.663773 1.668827  0.09
27 H -2.962525 -1.821222 3.200978  0.10
28 H -3.809204 -5.551975 4.304599  0.09
29 H -4.339095 -4.379381 5.518510  0.10
30 C 3.327908 -2.609297 2.503536  -0.20
31 C 4.064537 -3.958289 2.332723  -0.22
32 C 3.721292 -4.824035 3.553218  -0.22
33 S 1.945868 -4.621001 3.718753  0.68
34 O 1.491384 -4.679177 5.091146  -0.33
35 O 1.305473 -5.512748 2.775926  -0.32
36 C 1.985745 -2.866032 3.171656  -0.20
37 H 3.239658 -2.075463 1.559955  0.08
38 H 3.967958 -1.962241 3.107162  0.12
39 H 5.151847 -3.915119 2.284382  0.11
40 H 3.794864 -4.445395 1.393329  0.10
41 H 4.251113 -4.415449 4.415363  0.11
42 H 3.957072 -5.885483 3.517492  0.11
43 H 1.776889 -2.266866 4.058115  0.10
44 H 1.131945 -2.654573 2.523998  0.07
45 C -4.353603 5.814151 2.245619  -0.20
46 C -4.214259 4.556769 3.116180  -0.22
47 C -2.762742 4.477315 3.606824  -0.22
48 S -1.726418 5.073404 2.269201  0.69
49 O -1.217420 3.949009 1.511588  -0.33
50 O -0.784059 6.061631 2.760117  -0.31
51 C -3.100356 5.866055 1.358891  -0.21
52 H -4.362158 6.656917 2.936283  0.12
53 H -5.300444 5.722459 1.719076  0.12
54 H -4.473136 3.628481 2.602428  0.11
55 H -4.921943 4.594021 3.946218  0.11
56 H -2.381233 3.490738 3.871290  0.10
57 H -2.649650 5.080563 4.507762  0.11
58 H -3.187438 5.347662 0.408175  0.06
59 H -2.848031 6.901785 1.136616  0.10
60 C 3.036475 0.723715 -5.909557  -0.20
61 C 3.893738 1.270918 -4.758191  -0.20
62 C 3.665773 0.429039 -3.511959  -0.19
63 S 1.975974 -0.258747 -3.705564  0.69
64 O 1.057413 0.288596 -2.719843  -0.34
65 O 2.069282 -1.695446 -3.835369  -0.32
66 C 1.634662 0.391004 -5.340278  -0.23
67 H 3.399782 -0.229170 -6.305387  0.12
68 H 2.964287 1.377818 -6.775692  0.12
69 H 3.594993 2.299923 -4.542662  0.10
70 H 4.945085 1.300193 -5.038578  0.12
71 H 3.821991 0.819741 -2.508514  0.10
72 H 4.256785 -0.488138 -3.553637  0.09
73 H 1.127564 1.355559 -5.252637  0.10
74 H 1.034198 -0.305793 -5.914888  0.09
75 C -0.561003 -5.193258 -2.712633  -0.20
76 C -0.854658 -6.198952 -1.553966  -0.21
77 C 0.063881 -5.966659 -0.385981  -0.21
78 S 0.566483 -4.219030 -0.451762  0.73
79 O 2.010676 -4.119393 -0.542101  -0.33
80 O -0.122866 -3.300491 0.456404  -0.35
81 C -0.201060 -3.853535 -2.081694  -0.21
82 H -1.451708 -5.008890 -3.311887  0.11
83 H 0.202731 -5.617934 -3.365098  0.12
84 H -0.831140 -7.264915 -1.774119  0.12
85 H -1.889015 -5.930184 -1.316405  0.12
86 H 1.011823 -6.477783 -0.565863  0.11
87 H -0.338498 -6.291528 0.569700  0.11
88 H 0.486657 -3.299549 -2.721586  0.08
89 H -1.092800 -3.246041 -1.941771  0.09
90 C 1.324852 4.542894 -3.687004  -0.20
91 C 1.912238 4.722619 -2.264302  -0.19
92 C 1.131209 3.743771 -1.391078  -0.19
93 S -0.612735 4.008170 -1.871217  0.71
94 O -1.203626 5.047527 -1.069097  -0.30
95 O -1.264730 2.702051 -1.948126  -0.35
96 C -0.193869 4.625677 -3.542764  -0.20
97 H 1.667387 3.575281 -4.060528  0.09
98 H 1.726218 5.274554 -4.386260  0.12
99 H 1.831580 5.757679 -1.933782  0.12
100 H 2.968325 4.455650 -2.267992  0.12
101 H 1.224235 3.791730 -0.307930  0.10
102 H 1.401648 2.741058 -1.731510  0.09
103 H -0.572044 5.642405 -3.647761  0.11
104 H -0.811568 4.046021 -4.230217  0.10
105 C -0.128214 -0.243723 0.062942  -0.05
106 C -0.232572 1.120886 0.759258  -0.27
107 O 1.090382 1.462889 1.068549  0.11
108 C 1.939815 0.471100 0.675157  -0.54
109 O 3.119434 0.590956 0.731563  0.18
110 O 1.250823 -0.549822 0.155190  0.06
111 F -0.992960 0.895135 1.902190  0.02
112 H -0.519852 -0.341599 -0.947355  0.11
113 H -0.706309 -0.966655 0.638694  0.11
114 H -0.813777 1.896430 0.259826  0.12
115 C 2.557848 2.599648 3.898985  -0.06
116 C 1.329791 3.424957 3.522109  -0.30
117 O 1.828479 4.215599 2.481366  0.12
118 C 3.172595 4.284412 2.563076  -0.54
119 O 3.837051 5.000997 1.892492  0.18
120 O 3.621286 3.442567 3.523751  0.10
121 F 0.959146 4.222320 4.592537  0.05
122 H 2.433723 1.679035 3.319677  0.13
123 H 2.546429 2.480448 4.979154  0.14
124 H 0.482402 2.815625 3.211959  0.14
125 C -4.535234 2.303584 -2.386852  -0.09
126 C -4.337912 2.200211 -0.877365  -0.30
127 O -5.510671 1.519206 -0.468981  0.14
128 C -6.219733 1.076619 -1.544679  -0.54
129 O -7.194764 0.426425 -1.529134  0.21
130 O -5.587307 1.442032 -2.688107  0.09
131 F -4.333604 3.404380 -0.257840  0.07
132 H -3.556645 1.953318 -2.720253  0.09
133 H -4.608046 3.346586 -2.692262  0.15
134 H -3.445381 1.637221 -0.617937  0.16

Cartesian forces (eV/Å) of the 2 atoms listed first:
C -0.57 0.14 0.15
N -0.07 1.07 -0.51

As for the energy above the lowest of the compared OMol25 structures with the same formula, charge and spin: 0.000 eV. The net charge is 0. The structure (SMILES) is O=C1OC[C@@H](F)O1.O=C1OC[C@@H](F)O1.O=C1OC[C@@H](F)O1.C[N+](=O)[O-].C[N+](=O)[O-].O=S1(=O)CCCC1.O=S1(=O)CCCC1.O=S1(=O)CCCC1.O=S1(=O)CCCC1.O=S1(=O)CCCC1.O=S1(=O)CCCC1. For the orbital gap, the calculation gives 9.64 eV. For the largest force on an atom, the calculation gives 2.509 eV/Å.